Molecular formula: C50H56CoGeN4O5PS2Te
Method: DFT, wB97M-V/def2-TZVPD

The geometry in XYZ format:
```
121
Properties=species:S:1:pos:R:3:lowdin_spin:R:1
H 3.75702 -1.93589 1.08846 0.00
C -0.56106 -1.68437 -5.06546 0.00
Co -0.27038 0.82907 2.30209 1.41
H 0.28302 5.03807 -2.75368 0.00
C 2.03484 0.75763 -3.74014 0.00
C -3.97189 -0.08787 6.82320 0.00
H -4.84815 -0.61983 7.22644 0.00
O 0.57117 -0.42800 4.67585 0.01
C -4.32930 -1.01925 2.40912 0.00
S -0.75819 2.60475 4.85039 0.00
H -1.12774 -5.99003 3.77872 0.00
H -2.68198 -1.08821 -3.15184 0.00
H 3.15382 -5.69396 -0.89127 0.00
H 1.12283 -4.00751 -5.58958 0.00
H -0.00403 0.17666 -0.32902 0.02
H 5.18018 -0.75029 3.75442 0.00
H 1.18616 5.25622 -1.19227 0.00
C -2.36397 0.19141 4.98459 0.01
S 3.58806 2.88144 0.88201 0.00
H -1.74144 0.31258 -3.27405 0.00
H -1.57027 -5.05483 1.63352 0.00
Ge -1.09561 4.47248 -0.67181 0.03
H 5.35465 1.30371 -3.25736 0.00
C 0.52517 4.63147 -1.73983 0.01
H -3.31266 0.27377 -4.14547 0.00
H -1.60737 -0.42963 -9.69395 0.00
H -1.07873 -2.16249 5.58109 0.00
H 0.92163 3.60525 -1.73149 0.00
N 4.19687 0.77436 2.51958 0.00
C -5.44843 -0.88293 1.54703 0.00
O -0.80051 2.35253 3.36074 0.01
H -3.78521 -1.51220 5.20421 0.00
C 3.10396 -2.74573 0.75944 0.00
H 5.20580 -1.03972 -2.24054 0.00
Te 0.28680 -1.97280 -3.11246 0.00
C 3.65784 -3.79084 0.09490 0.00
C 6.39785 0.59227 2.41354 0.00
C -2.34429 -0.76331 -8.92735 0.00
H 7.30679 2.10289 -0.00450 0.00
H 1.04688 2.38298 -4.39980 0.00
C -4.68640 1.26468 0.91172 0.00
H 3.03639 -2.18198 -2.21922 0.00
H 3.20752 0.52042 2.65534 0.00
C 0.74124 1.35570 -4.20263 0.00
C -3.54413 1.13724 1.72491 0.00
H 0.15965 -1.97052 -8.38846 0.00
H -1.72223 -2.45154 1.35817 0.00
C 4.36069 -0.55032 -2.69654 0.00
C -1.70026 6.07088 0.32986 0.01
H -0.23044 -3.42848 0.48462 0.00
P -1.85159 -0.36901 3.35909 0.02
C -0.55028 3.15661 0.69973 0.13
H -0.78825 3.45862 1.72975 0.01
C 0.08474 -2.15803 -6.24293 0.00
C 5.30562 0.06820 2.98616 0.00
H 0.77532 -5.49292 -0.64184 0.00
C -2.40155 -0.30476 -3.88367 0.00
H -3.01239 0.09584 -8.81324 0.00
H 7.44536 0.25807 2.58340 0.00
C 1.42593 -4.66008 -0.25710 0.00
H -1.25152 -4.59803 5.89052 0.00
C -1.95472 1.44445 5.52985 0.00
C 1.29195 -3.10176 -6.15653 0.00
C 3.25622 1.41983 -3.62367 0.00
H -2.21045 3.86794 -2.80362 0.00
C 1.71767 -2.60011 0.96526 0.00
H -0.89003 6.80865 0.28826 0.00
C -2.45388 1.77313 6.80701 0.00
C 4.60143 1.79963 1.70749 0.00
H -2.98046 -1.60521 -9.33717 0.00
H -3.86663 1.28536 8.36973 0.00
C -2.59975 3.73825 -1.81961 0.00
C -2.32178 -0.67427 -6.40018 0.00
C -5.52994 0.19993 0.72810 0.00
H -4.86835 2.21545 0.39749 0.00
H -6.23371 -1.62322 1.57618 0.00
C -0.30982 1.84833 0.38652 0.20
C 3.08504 -1.16395 -2.68959 0.00
H 7.73222 2.74364 1.60825 0.00
H 0.35996 0.85048 -5.12419 0.00
H 0.85834 0.43616 5.11468 0.00
H -2.71439 2.64962 -1.68367 0.00
H 3.33907 2.49229 -3.88972 0.00
C -1.76453 -0.93673 -5.13291 0.00
C 6.91620 2.53495 0.94409 0.00
H -1.82914 5.85088 1.40458 0.00
C -1.47009 -4.34743 2.46332 0.00
C -1.70189 -1.09308 -7.60575 0.00
H -2.86043 1.93344 1.84467 0.00
O 2.16604 -1.06833 2.64672 0.00
C -3.39548 0.97697 7.47283 0.00
N -0.03111 1.18078 -0.66280 0.17
H 6.33621 3.47203 0.80530 0.00
C -1.31668 -4.93099 3.73489 0.01
C 1.95983 -0.60592 -3.24573 0.00
H 1.31601 -0.76442 4.09291 0.00
C -1.36681 -2.77624 4.74451 0.00
H -6.35380 0.30851 -0.02687 0.00
N 6.01958 1.64598 1.59712 0.00
C -0.45559 -1.75837 -7.50261 0.00
O -1.23138 3.96290 5.04881 0.00
H 4.74319 -3.93137 -0.03354 0.00
C 0.85712 -3.60736 0.46550 0.00
H -2.63851 6.51878 -0.05929 0.00
N 0.20672 -0.72760 1.35954 -0.06
C -1.59878 -2.95227 2.33821 0.01
C -3.36332 -0.02358 2.46929 0.00
H -3.50377 4.30364 -1.70862 0.00
O 0.49561 2.25372 5.51488 0.00
C -1.56362 -2.15577 3.51629 0.00
C -1.28457 -4.14716 4.87957 0.00
C 2.81063 -4.80482 -0.41518 0.00
H -0.02789 1.31708 -3.41763 0.00
H -2.06809 2.64632 7.27591 0.00
C -3.38377 -0.52801 5.60494 0.00
H 2.13777 -2.62834 -5.61945 0.00
C 4.41605 0.75381 -3.20411 0.00
H 1.69232 -3.26261 -7.15440 0.00
H -3.23832 -0.14089 -6.43754 0.00
H -4.22936 -1.99628 2.95589 0.00
C 1.31207 -1.37734 1.75065 0.00
```

For the molar mass, the calculation gives 1147.27 g/mol. The value obtained for the total energy is -7399.44656 hartree. The charge is -2. The calculation puts the orbital gap (spin up / spin down) at 4.5 / 4.5 eV. Its multiplicity is 3.

***

Molecular formula: C50H58BaCl3N8O3S2Sb2
Method: DFT, wB97M-V/def2-TZVPD

The geometry in XYZ format:
```
127
Properties=species:S:1:pos:R:3:lowdin_charge:R:1
H 3.86922 -0.22396 -6.59379 0.12
H 2.73880 2.88963 4.33452 0.06
H 2.72562 -0.96469 4.86492 0.01
H -2.03276 1.71920 3.56150 0.05
C -2.22633 4.31006 1.83474 -0.34
H 2.04612 3.58381 6.65299 0.11
C -5.60351 -0.23664 -1.36298 -0.03
H -3.75010 0.20629 -5.10390 0.14
C -5.63702 -3.23006 -3.53302 -0.16
H -3.19690 3.84138 1.98554 -0.01
C 7.58106 -1.64189 4.08622 -0.08
H 2.52460 -2.22197 -5.93239 0.11
O 1.00339 -3.34537 -1.57092 -0.31
C 6.60081 -2.54284 3.69659 -0.07
H 3.03458 2.19173 -0.49404 0.09
H -5.44938 -4.90309 -2.12525 0.07
C -6.44124 -1.12692 -4.82196 -0.16
H -0.97454 -5.36560 1.49928 0.09
C -5.65561 2.13127 -1.57716 -0.57
C -5.83849 2.25616 -0.20641 -0.13
H 5.37896 -3.25988 2.08557 0.09
N 6.17074 -1.57820 0.13348 0.07
H -0.32716 2.45857 -2.47644 0.10
H -2.29120 2.31363 -4.40206 0.13
H 4.87884 0.27034 2.50362 -0.04
H -2.02569 4.83875 6.87033 0.10
C -1.09078 -4.52697 0.81455 0.01
H -3.24318 -1.82716 3.86728 0.12
Cl -8.90040 -1.13424 -2.73474 0.72
H 3.87103 -1.75014 -2.05732 0.06
C -5.96829 -4.03029 -2.48740 -0.40
H 8.02752 -0.03544 1.14125 0.12
H -4.76345 -3.39073 -4.15107 0.12
H -5.94947 3.23721 0.23328 0.11
N -2.33138 -3.35464 2.64374 0.11
C -5.78908 -0.13756 0.00342 -0.09
C -1.23897 4.26984 6.39230 -0.08
H 0.71916 5.09932 1.33167 0.01
H -0.13898 -4.32872 0.32557 0.07
C -0.52695 2.74470 4.62880 -0.29
H -5.51769 -1.22361 -1.79680 0.09
H -5.85282 -1.02593 0.61725 0.11
Sb 2.23186 0.78585 2.82995 1.23
C 2.01647 2.09898 4.55775 -0.33
H 4.62611 0.91956 4.13280 0.02
C -5.89514 1.11858 0.57583 -0.67
H 4.78522 1.98346 -6.00318 0.11
Cl -6.11164 1.27062 2.28377 0.68
H -2.61304 -4.18300 3.13813 0.16
H -4.03177 -1.02940 -3.86557 0.12
C 0.05172 4.28718 6.89923 -0.08
H -2.64281 -0.93977 -1.77023 0.12
C 2.08871 -1.41390 -3.97918 -0.14
H 1.04220 -1.15558 4.32454 0.00
C 1.03659 3.56162 6.25706 -0.06
S -7.42442 -3.52340 -1.73050 1.01
H 4.12224 3.53273 -2.06902 0.11
H -1.81121 -4.80633 0.04233 0.09
C 8.10105 -0.74866 3.16236 -0.08
C 3.60244 0.74945 -4.68930 -0.16
C -5.28830 0.75572 -3.69156 -0.26
C -7.58881 -2.21986 -2.84693 -0.99
Sb -0.71265 2.80904 1.48572 1.26
H 1.47841 -2.25767 -3.68727 0.09
H -2.28259 4.97374 0.97211 0.00
H 5.58584 -1.67082 -2.27687 0.12
N 4.78599 -1.59582 -1.66995 0.12
C -0.96390 1.91037 3.47767 -0.38
C 3.23807 1.63263 -2.43083 -0.26
C -5.52976 0.88218 -2.18906 -0.16
H 0.29100 4.85933 7.78607 0.10
C 3.96143 2.74763 -2.79916 -0.03
C -2.64161 -2.06433 3.00767 -0.07
C -3.95349 0.04253 -4.04631 -0.05
C -1.51016 3.50391 5.27662 -0.06
H -0.45302 0.94850 3.44608 -0.01
Cl -5.60136 3.60535 -2.48719 0.74
C -0.20946 -4.74170 -3.09599 0.01
C -2.07163 1.66741 -3.56957 -0.04
C 3.01395 0.61083 -3.40341 -0.18
H 0.74912 4.51966 3.01073 0.01
C 2.07353 -1.02254 3.99448 -0.32
C -1.56208 -3.31172 1.53145 -0.39
C 0.84254 4.22251 1.96636 -0.34
Ba 0.27385 -1.20082 -0.72011 1.79
C -2.03338 -1.27513 2.08478 -0.14
C 0.78580 2.78937 5.11639 -0.26
N -1.22744 0.64604 -1.76885 -0.16
O -1.01145 -2.68361 -2.18438 -0.26
C 4.34833 1.90081 -5.01633 -0.05
H 0.76456 -5.13523 -3.37739 0.08
C 4.50403 2.88756 -4.08397 -0.07
H -0.73736 -5.50386 -2.51983 0.08
C 3.41634 -0.30267 -5.61296 0.00
C -2.26558 -0.03084 -2.20790 -0.21
C 4.90410 -1.62327 -0.33302 -0.82
N -1.35832 -2.05834 1.17424 -0.09
C 2.67407 -1.39075 -5.25752 -0.03
H 1.83131 3.79523 1.79907 -0.03
H 6.88961 -1.36136 -0.54007 0.15
H -7.32954 -1.16200 -5.45361 0.14
O -6.40947 0.22128 -4.37543 -0.09
H 5.06222 3.78251 -4.32499 0.11
H -5.57543 -1.35434 -5.45163 0.12
H -0.80452 -4.50792 -3.97664 0.08
C 6.12666 -2.54609 2.39450 -0.05
C 7.62686 -0.74004 1.86108 -0.03
C -6.56384 -2.16901 -3.74560 -0.35
H 2.46012 1.51037 5.36512 0.06
S 3.52965 -1.66398 0.63514 0.60
H -2.03955 -0.20140 2.00209 0.07
H -2.52388 3.46658 4.89144 0.11
H 2.60228 0.59622 -0.78969 -0.03
H 6.21110 -3.26176 4.40508 0.11
N 2.24739 -0.46841 -3.08008 0.06
C 4.36120 1.02709 3.08111 -0.32
H 8.87747 -0.05384 3.45338 0.11
N 2.69274 1.52504 -1.16622 0.13
N -2.80717 0.53467 -3.30448 -0.05
C -1.10213 1.72245 -2.61455 -0.14
H -5.21707 1.76607 -4.08827 0.10
H -1.96247 4.88891 2.71946 0.00
C -0.05914 -3.50561 -2.22760 -0.83
H 2.36415 -1.87469 3.38095 -0.03
C 6.62383 -1.62431 1.48197 -0.27
H 4.66620 2.01516 2.73331 0.01
H 7.94917 -1.64629 5.10362 0.11
```

For the molar mass, the calculation gives 1370.41 g/mol. The value obtained for the total energy is -5286.78534 hartree. The charge is +1. The calculation puts the orbital gap at 7.7 eV. Its multiplicity is 1.

***

Q: Which of these has the highest multiplicity?
A: C50H56CoGeN4O5PS2Te

***

Q: The lowest total energy belongs to which entry?
A: C50H56CoGeN4O5PS2Te